Entry i
DFT (wB97M-V/def2-TZVPD) results for a single CH5N3S2 molecule.

Geometry as ORCA input:
```
! wB97M-V def2-TZVPD RIJCOSX def2/J DEFGRID3
* xyz 0 1
C -0.2097 0.2924 -0.6036
H 0.6320 -2.9513 -0.4469
H 0.9165 -0.4990 1.0546
H -0.4213 -0.5866 -2.1806
H -1.0563 1.9901 -0.0513
H -0.9204 1.0864 2.7526
N 0.7414 -0.6006 -0.0849
N -0.8150 0.2016 -1.7040
N -0.3752 1.3351 0.2568
S 1.4222 -1.8897 -0.8666
S 0.0856 1.6215 1.8739
*
```

Output
Frontier orbital gap (eV): 9.65
HOMO (eV): -9.24
Structure (SMILES): N=C(NS)NS

=====

Entry ii
DFT (wB97M-V/def2-TZVPD) results for a single CH5N3S2 molecule.

Geometry as ORCA input:
```
! wB97M-V def2-TZVPD RIJCOSX def2/J DEFGRID3
* xyz 0 1
C 0.5473 0.0074 -0.6580
H -1.9352 -0.6751 1.2403
H 0.1159 -2.0397 -0.6617
H 1.7508 -0.8893 -1.8487
H 0.7427 1.9758 -0.4103
H -0.8394 1.2826 1.9074
N -0.1391 -1.1801 -0.2747
N 1.2876 0.0087 -1.6216
N 0.3779 1.0956 0.1781
S -0.6420 -1.2879 1.4963
S -1.2664 1.7020 0.6528
*
```

Output
Frontier orbital gap (eV): 9.46
HOMO (eV): -9.13
Structure (SMILES): N=C(NS)NS

=====

Which structure is the most stable? The one labeled entry i.

=====

Entry i
DFT (wB97M-V/def2-TZVPD) results for a single CHNOP2S molecule.

Geometry as ORCA input:
```
! wB97M-V def2-TZVPD RIJCOSX def2/J DEFGRID3
* xyz 0 1
C 1.3864 0.3325 0.4506
N -2.4378 3.0387 -0.3307
O 1.8584 -0.5057 1.1415
P -0.1130 1.4256 1.0972
P 0.1045 3.1007 2.0500
S -1.6194 1.9511 -0.8754
H 1.7875 0.3455 -0.6318
*
```

Output
Frontier orbital gap (spin up / spin down) (eV): 6.04 / 6.04
HOMO (spin up / spin down) (eV): -7.95 / -7.97

=====

Entry ii
DFT (wB97M-V/def2-TZVPD) results for a single CHNOP2S molecule.

Geometry as ORCA input:
```
! wB97M-V def2-TZVPD RIJCOSX def2/J DEFGRID3
* xyz 0 1
C 0.8795 0.1981 -0.2103
N -1.0629 -1.8784 0.1676
O 0.7636 0.3978 -1.3986
P -0.5313 1.3862 0.7269
P -2.2997 1.0215 -0.0169
S 0.3344 -1.5938 0.3478
H 1.9164 0.4687 0.3835
*
```

Output
Frontier orbital gap (spin up / spin down) (eV): 6.86 / 6.86
HOMO (spin up / spin down) (eV): -8.82 / -8.82

=====

Which structure is the most stable? The one labeled entry i.

=====

Entry i
DFT (wB97M-V/def2-TZVPD) results for 4 unconnected molecules or ions with the total composition H8O3S2.

Geometry as ORCA input:
```
! wB97M-V def2-TZVPD RIJCOSX def2/J DEFGRID3
* xyz 0 1
S -1.6271 -0.4789 -0.0066
S -0.6940 0.6754 1.4745
H -0.8028 -1.5244 0.1782
H -1.4182 1.7687 1.1969
H 1.7172 -1.2863 -0.1430
H 1.8858 -2.8081 -0.1245
O 1.2421 -2.1183 0.0404
H 2.6878 0.9020 0.2734
H 1.8370 0.8012 -1.0072
O 2.4955 0.3139 -0.4651
H 0.1891 1.0645 -2.9141
H -0.5312 1.0563 -1.5738
O 0.1956 1.4797 -2.0474
*
```

Output
Frontier orbital gap (eV): 8.82
HOMO (eV): -8.62
Structure (SMILES): SS.O.O.O

=====

Entry ii
DFT (wB97M-V/def2-TZVPD) results for 5 unconnected molecules or ions with the total composition H8O3S2.

Geometry as ORCA input:
```
! wB97M-V def2-TZVPD RIJCOSX def2/J DEFGRID3
* xyz 0 1
S -1.3549 -0.2108 -1.0953
S 1.1785 -0.4215 1.8197
H -1.5568 -1.3042 -1.7953
H 1.2529 -1.1672 2.9414
H 0.4423 -2.1792 0.4174
H -0.6744 -3.1517 -0.2406
O 0.2350 -2.9820 -0.1249
H -0.6034 2.9992 0.0005
H -1.4870 2.0650 -0.6573
O -1.2465 2.9642 -0.7028
H 0.7324 0.8901 -0.7681
H 1.6547 1.0234 0.5248
O 1.4271 1.4745 -0.3195
*
```

Output
Frontier orbital gap (eV): 4.32
HOMO (eV): -10.09

=====

Which structure is the most stable? The one labeled entry i.

=====

Entry i
DFT (wB97M-V/def2-TZVPD) results for a single C12H26N2O4 molecule.

Geometry as ORCA input:
```
! wB97M-V def2-TZVPD RIJCOSX def2/J DEFGRID3
* xyz 0 1
C -3.1694 -1.4157 0.1584
N -1.8517 -1.3135 0.7526
H -1.2555 -0.8017 0.1036
C -1.2243 -2.5925 1.0102
C 0.2354 -2.3641 1.4222
O 0.9348 -1.5150 0.5440
C 1.2896 -2.0846 -0.6981
C 1.9428 -1.0152 -1.5786
O 3.2980 -0.7924 -1.2433
C 3.6103 0.4902 -0.7547
C 2.9753 0.8216 0.5997
O 1.7792 1.5436 0.4014
C 1.0487 1.7008 1.5978
C -0.1526 2.6352 1.3924
N -1.2653 2.0890 0.6484
H -1.4925 1.1717 1.0250
C -1.0440 1.9885 -0.7834
C -2.3410 1.6559 -1.5334
O -2.7108 0.2960 -1.4434
C -3.5872 -0.0524 -0.3866
H -3.5509 0.6919 0.4136
H -4.6166 -0.1075 -0.7713
H -3.1483 2.3040 -1.1751
H -2.1837 1.8429 -2.6005
H -0.6931 2.9647 -1.1304
H -0.2818 1.2429 -1.0514
H -0.5280 2.9081 2.3840
H 0.1862 3.5426 0.8865
H 0.6995 0.7170 1.9468
H 1.7045 2.1289 2.3737
H 2.7679 -0.1130 1.1365
H 3.6705 1.4270 1.2034
H 3.3114 1.2653 -1.4740
H 4.6984 0.4866 -0.6627
H 1.3693 -0.0885 -1.4945
H 1.9143 -1.3650 -2.6184
H 1.9938 -2.9154 -0.5461
H 0.4020 -2.4669 -1.2204
H 0.2563 -1.8472 2.3851
H 0.7499 -3.3307 1.5217
H -1.7505 -3.0877 1.8323
H -1.2699 -3.2655 0.1333
H -3.8781 -1.7409 0.9268
H -3.1970 -2.1460 -0.6694
*
```

Output
Frontier orbital gap (eV): 9.55
HOMO (eV): -8.56
Structure (SMILES): C1COCCNCCOCCOCCOCCN1

=====

Entry ii
DFT (wB97M-V/def2-TZVPD) results for 2 unconnected molecules or ions with the total composition C12H26N2O4.

Geometry as ORCA input:
```
! wB97M-V def2-TZVPD RIJCOSX def2/J DEFGRID3
* xyz 0 1
C 0.6352 -1.6186 1.4792
C 1.9375 -0.9793 1.9117
C 0.6819 -3.0852 1.9721
C 0.8791 -3.2474 3.5053
C -0.1702 -2.4584 4.3789
C 0.8776 -4.7114 3.8678
C 0.3215 3.1423 -2.1747
C -0.7561 3.8966 -1.4367
C -0.3039 2.0064 -2.9741
C -0.7186 0.8862 -2.0051
C -1.3325 2.5173 -3.9894
C -2.8229 2.4873 -3.5589
H 0.4784 -0.5830 -0.2434
H 0.0595 -2.2117 -0.4051
H -0.2381 -1.0441 1.9450
H -0.2569 -3.5615 1.6543
H 1.5030 -3.6221 1.4240
H 1.9140 -2.8505 3.7221
H -1.0139 -2.9410 4.2733
H -0.2663 -1.4323 4.1562
H 0.0977 -2.5619 5.4326
H 0.9599 -4.8032 4.8974
H 1.5915 -5.2576 3.3096
H 0.0019 -5.2490 3.5277
H 2.5079 -1.4829 0.2755
H 0.7602 2.1775 -0.4436
H 1.6453 3.3879 -0.6888
H 0.8349 3.7522 -2.8497
H 0.5530 1.5687 -3.5648
H -1.2909 1.2183 -1.1715
H -1.2481 0.1787 -2.5393
H 0.1823 0.3830 -1.6609
H -1.2559 1.9339 -4.8960
H -0.9873 3.5229 -4.3013
H -3.1698 1.5496 -3.2838
H -2.9973 3.2049 -2.6989
H -3.4181 2.6934 -4.4570
H -0.7821 5.2588 -2.8213
N 0.6790 -1.5214 0.0215
N 1.3053 2.5940 -1.1777
O 2.0829 -0.4970 3.0022
O 2.9589 -1.1171 1.0625
O -1.1069 3.5786 -0.3237
O -1.3127 4.8984 -2.1530
*
```

Output
Frontier orbital gap (eV): 10.15
HOMO (eV): -9.73
Structure (SMILES): CC[C@H](C)[C@H](N)C(=O)O.CC(C)C[C@H](N)C(=O)O

=====

Which structure is the most stable? The one labeled entry ii.

=====

Entry i
DFT (wB97M-V/def2-TZVPD) results for 2 unconnected molecules or ions with the total composition C3H10BNO2.

Geometry as ORCA input:
```
! wB97M-V def2-TZVPD RIJCOSX def2/J DEFGRID3
* xyz 0 1
B -0.1418 1.0494 -0.0331
C 2.1995 0.2602 0.3031
C -2.5304 1.1923 0.2854
C 0.0324 -2.2575 -0.3727
N 1.2085 1.2332 -0.2383
O -1.2221 1.7639 -0.0102
O -0.3257 -1.2636 0.5501
H 1.7122 -0.4709 0.8257
H 2.7762 -0.2199 -0.5371
H 2.8449 0.9402 0.9532
H -3.2306 2.0670 0.5738
H -2.3822 0.3673 0.9642
H -2.7083 0.8267 -0.7920
H 1.1593 -2.4429 -0.2718
H -0.2998 -2.0706 -1.3415
H -0.5826 -3.0854 -0.1820
H 1.4905 2.1108 -0.6766
*
```

Output
Frontier orbital gap (eV): 8.32
HOMO (eV): -8.04

=====

Entry ii
DFT (wB97M-V/def2-TZVPD) results for 2 unconnected molecules or ions with the total composition C3H10BNO2.

Geometry as ORCA input:
```
! wB97M-V def2-TZVPD RIJCOSX def2/J DEFGRID3
* xyz 0 1
B 0.2855 -0.8749 -0.0406
C -2.1937 -1.1175 -0.3048
C 2.5666 -0.2123 -0.0557
C -0.2796 1.8286 0.1811
N -0.8814 -1.4276 0.3250
O 1.5161 -1.1493 0.1357
O 0.0280 1.1042 -0.9033
H -2.7712 -1.8030 -0.9833
H -2.7371 -0.5864 0.4007
H -1.9632 -0.3873 -1.0700
H 2.0907 0.6469 -0.5432
H 3.2876 -0.5390 -0.8191
H 2.9496 0.1019 0.9430
H 0.1216 2.8764 -0.0202
H 0.3164 1.4880 1.0377
H -1.2396 2.0259 0.5862
H -1.0963 -1.9743 1.1306
*
```

Output
Frontier orbital gap (eV): 8.86
HOMO (eV): -8.42

=====

Which structure is the most stable? The one labeled entry ii.

=====

Entry i
DFT (wB97M-V/def2-TZVPD) results for 6 unconnected molecules or ions with the total composition C5H20ClO9.

Geometry as ORCA input:
```
! wB97M-V def2-TZVPD RIJCOSX def2/J DEFGRID3
* xyz -1 1
Cl 18.9303 8.6732 -2.5512
O 18.7380 7.3272 -3.0369
O 20.2883 8.7995 -2.0405
O 18.7500 9.6183 -3.6180
O 17.9820 8.9130 -1.4841
C 14.8177 10.8125 -1.4248
O 15.1800 11.6528 -0.3041
H 14.3181 11.4100 -2.1874
H 15.7513 10.4217 -1.8244
H 14.2181 9.9638 -1.0970
H 14.4117 11.7465 0.2624
C 21.9663 7.1565 -5.2567
O 22.3428 7.1889 -3.8941
H 22.4269 6.2822 -5.7207
H 20.8819 7.0579 -5.3700
H 22.2925 8.0504 -5.7994
H 21.6651 7.7096 -3.4465
C 16.8128 5.2196 -1.8027
O 17.0509 6.1505 -0.7643
H 16.2441 4.3905 -1.3793
H 16.2229 5.6621 -2.6112
H 17.7509 4.8447 -2.2205
H 17.3277 6.9757 -1.1852
C 22.2425 11.3289 -0.4628
O 21.5577 11.3783 -1.6943
H 23.3216 11.4640 -0.6084
H 21.8947 12.1326 0.1961
H 22.0952 10.3749 0.0492
H 21.0960 10.5361 -1.7986
C 18.4709 8.3548 1.8122
O 19.6810 8.7405 1.1779
H 18.3092 9.0384 2.6436
H 17.6415 8.3422 1.1058
H 18.5493 7.3379 2.2272
H 19.6109 8.4539 0.2604
*
```

Output
Frontier orbital gap (eV): 9.95
HOMO (eV): -6.90

=====

Entry ii
DFT (wB97M-V/def2-TZVPD) results for 6 unconnected molecules or ions with the total composition C5H20ClO9.

Geometry as ORCA input:
```
! wB97M-V def2-TZVPD RIJCOSX def2/J DEFGRID3
* xyz -1 1
Cl 17.7571 -7.7744 -17.6214
O 18.7285 -8.1956 -16.6286
O 16.8822 -8.8572 -17.9771
O 16.9519 -6.6636 -17.1629
O 18.5113 -7.3421 -18.7847
C 15.4047 -6.0012 -20.0996
O 14.4053 -5.6560 -21.0411
H 16.4384 -5.9554 -20.4614
H 15.3914 -5.3393 -19.2362
H 15.2875 -7.0195 -19.7180
H 14.3564 -6.3759 -21.6732
C 16.8548 -10.4392 -14.9040
O 16.2106 -11.4887 -14.1895
H 17.1904 -10.7668 -15.8897
H 16.1856 -9.5893 -15.0635
H 17.7156 -10.0979 -14.3345
H 15.3472 -11.6485 -14.5723
C 21.6740 -6.6846 -17.5531
O 20.8647 -5.7384 -18.2375
H 21.5650 -6.5487 -16.4736
H 21.4018 -7.7161 -17.7867
H 22.7106 -6.5317 -17.8569
H 20.0179 -6.1913 -18.3909
C 20.2462 -11.2234 -16.7260
O 20.6628 -12.4134 -17.3956
H 19.1715 -11.1827 -16.5318
H 20.7107 -11.2089 -15.7413
H 20.4888 -10.3521 -17.3334
H 20.5381 -12.2832 -18.3368
C 17.5782 -6.8820 -13.2737
O 17.9440 -5.7405 -12.4967
H 17.9769 -7.7969 -12.8219
H 16.4908 -6.9304 -13.2458
H 17.9026 -6.8241 -14.3148
H 18.9023 -5.6924 -12.4579
*
```

Output
Frontier orbital gap (eV): 9.80
HOMO (eV): -6.82

=====

Which structure is the most stable? The one labeled entry i.